DFT (the ωB97M-V functional and the def2-TZVPD basis) results for 8 unconnected molecules or ions with the total composition C20H59N7O11 at a distorted geometry.

Atoms and positions in Å:
O: -0.375 -2.095 4.201
O: 2.284 -1.150 -1.602
O: -2.978 -3.411 0.336
O: 2.591 3.972 -0.512
O: -0.576 -3.567 -3.331
O: -4.773 3.681 -1.982
O: 0.502 0.048 0.458
O: -2.375 0.164 -4.758
O: 3.304 1.767 1.420
O: 0.826 -5.836 1.868
O: 8.090 4.583 1.499
N: -1.134 -1.120 1.261
N: 5.194 5.527 -0.770
N: -2.807 -5.466 2.855
N: -3.647 1.105 -2.209
N: -0.487 -1.621 -0.628
N: 0.131 -0.585 5.904
N: 0.861 -0.272 3.887
C: -3.325 -4.147 -0.816
C: -5.678 4.792 -1.856
C: 6.499 4.990 -0.456
C: 1.244 3.404 -0.495
C: -3.928 -4.931 2.147
C: 4.650 4.551 -1.742
C: -2.290 -0.619 -5.920
C: 1.591 -4.748 2.317
C: -3.745 1.789 -0.955
C: 7.470 3.457 2.054
C: -0.370 -0.807 0.346
C: -3.859 -3.548 1.428
C: -2.423 0.343 -2.332
C: 7.135 5.555 0.801
C: -1.553 -5.302 2.081
C: 0.177 -1.063 4.643
C: -4.964 2.650 -1.074
C: 3.012 4.513 -1.750
C: -0.405 -6.166 2.515
C: -2.356 -0.582 -3.572
H: -3.245 -1.131 -6.038
H: 1.031 -0.565 2.936
H: 0.286 -3.802 -2.989
H: -5.391 5.229 -0.900
H: 8.281 2.774 2.307
H: -2.551 -3.956 -1.560
H: 1.799 -4.739 3.387
H: -4.816 -4.849 2.773
H: 1.101 2.711 -1.324
H: 1.412 0.476 4.286
H: -0.918 -0.887 2.220
H: 2.661 3.988 -2.639
H: 2.672 5.542 -1.861
H: -2.363 -0.219 -1.400
H: -1.657 -5.487 1.012
H: -1.184 -2.352 -0.611
H: -3.416 1.874 -2.822
H: -0.536 -7.121 2.008
H: 4.976 4.810 -2.749
H: -1.155 -4.303 2.261
H: 1.300 2.720 0.351
H: -5.035 3.226 -0.152
H: 0.621 0.295 5.985
H: 0.984 -3.850 2.207
H: -0.240 -0.979 6.756
H: -2.206 -0.066 -6.856
H: -4.049 -5.643 1.331
H: -0.249 -6.334 3.580
H: -4.836 -3.297 1.016
H: -2.879 2.407 -0.716
H: 7.751 6.427 0.581
H: 6.704 2.977 1.445
H: -1.544 -1.304 -3.648
H: -1.636 -1.474 -5.745
H: -0.607 -3.966 -4.200
H: -2.018 -1.575 1.084
H: 2.530 1.288 1.122
H: -3.262 -1.187 -3.530
H: 6.345 5.809 1.508
H: -3.232 -5.225 -0.683
H: 6.584 3.923 -0.248
H: -1.533 0.940 -2.532
H: -3.844 1.071 -0.141
H: -6.751 4.618 -1.944
H: 0.424 4.119 -0.422
H: 0.160 -1.536 -1.400
H: 2.847 -1.876 -1.333
H: 2.525 -4.657 1.763
H: 7.119 5.169 -1.334
H: 4.810 3.510 -1.459
H: -5.489 5.453 -2.702
H: 1.742 -0.969 -0.834
H: -5.876 2.082 -1.260
H: -2.590 -5.107 3.773
H: 4.679 5.532 0.098
H: 6.939 3.782 2.949
H: -3.638 -2.819 2.207
H: 3.304 2.571 0.900
H: -4.354 -3.901 -1.078

Calculated values
Spin multiplicity ... 1
Energy relative to the best compared isomer or geometry (same formula, charge and spin) ... 311.6 kJ/mol
SMILES ... COCCNCCOC.COCCNCCOC.COCCNCCOC.NC(N)=O.NC(N)=O.O.O.O
HOMO energy ... -8.616 eV
Orbital gap ... 0.325 hartree

DFT (the ωB97M-V functional and the def2-TZVPD basis) results for a molecular structure, C20H60AsF6N6O8 at a distorted geometry.

Atoms and positions in Å:
As: -1.325 2.559 -0.534
F: -2.366 2.425 1.005
F: -0.241 2.689 -1.911
F: -1.756 4.308 -0.608
F: -0.948 0.798 -0.324
F: 0.035 2.859 0.661
F: -2.710 2.165 -1.548
O: -1.349 -4.360 2.541
O: 0.574 7.566 -6.754
O: 7.327 2.366 5.110
O: -2.981 -3.558 3.513
O: -3.533 4.416 8.482
O: 2.406 -4.644 -2.823
O: -1.185 -4.047 4.604
O: -4.554 -4.149 -5.756
N: 3.544 -6.486 -0.817
N: -1.708 6.350 -7.998
N: 6.935 -0.268 4.705
N: -1.835 -3.950 3.566
N: -3.710 1.737 7.123
N: -4.577 -3.697 -2.792
C: 2.520 -3.486 -3.610
C: 3.256 -6.885 -2.272
C: 6.444 2.127 4.060
C: -0.812 4.016 -7.331
C: 1.987 -7.701 -2.360
C: 7.817 3.686 5.235
C: -4.630 -5.078 -3.510
C: 3.350 -5.615 -3.150
C: -5.252 -3.911 -6.948
C: 0.635 6.164 -7.160
C: 5.832 0.751 4.242
C: -3.141 2.012 8.476
C: 0.939 7.741 -5.473
C: -5.327 -6.011 -2.474
C: -2.562 3.390 8.773
C: -2.343 0.845 8.804
C: -5.298 -5.074 -4.905
C: 4.617 0.589 5.128
C: -3.163 5.776 8.641
C: -0.783 5.552 -7.052
H: 3.800 1.242 4.820
H: -1.758 3.506 -7.153
H: -4.134 1.948 8.923
H: 4.094 -7.548 -2.484
H: -2.863 -0.093 8.606
H: -2.859 5.895 9.681
H: -1.944 0.726 9.811
H: -1.407 0.780 8.249
H: 1.551 -3.000 -3.727
H: -4.619 2.154 6.986
H: -0.402 3.652 -8.273
H: 5.575 0.386 3.248
H: 1.944 -8.710 -1.949
H: 6.992 2.289 3.131
H: 4.501 -6.376 -0.514
H: 7.708 0.238 5.115
H: 1.067 8.762 -5.111
H: 2.814 -3.771 -4.620
H: 8.718 3.932 5.797
H: -1.341 5.827 -6.157
H: 0.928 6.134 -8.210
H: -4.002 6.459 8.508
H: -0.278 3.519 -6.522
H: 0.146 7.328 -4.850
H: 1.220 -7.099 -1.873
H: -2.348 6.220 8.069
H: -1.238 6.397 -8.890
H: -1.897 7.332 -7.853
H: 3.063 -5.990 -4.132
H: 4.265 -0.439 5.215
H: -2.255 3.513 9.812
H: -3.568 -5.319 -3.568
H: 1.367 5.553 -6.631
H: 1.753 -7.754 -3.423
H: -4.180 -2.989 -3.393
H: 7.344 -0.933 4.065
H: -4.856 -3.342 -7.789
H: 7.064 4.413 5.541
H: -2.577 5.861 -8.159
H: 3.149 -5.580 -0.612
H: 6.582 -0.776 5.503
H: -5.502 -6.975 -2.951
H: -6.364 -5.723 -2.298
H: 1.907 7.266 -5.310
H: -4.093 -3.625 -1.909
H: -6.294 -3.592 -6.918
H: -1.702 3.659 8.159
H: -5.258 -4.907 -7.391
H: -3.767 0.751 6.910
H: -5.470 -6.071 -5.310
H: 3.160 -2.710 -3.189
H: 4.322 -5.136 -3.269
H: 5.601 2.806 4.186
H: -3.121 2.163 6.422
H: 3.023 -7.114 -0.221
H: -4.735 -6.175 -1.574
H: -6.324 -4.706 -4.878
H: 8.028 4.135 4.264
H: -5.487 -3.303 -2.602
H: 4.829 0.943 6.137

Calculated values
Spin multiplicity ... 1
Energy relative to the best compared isomer or geometry (same formula, charge and spin) ... 0.0 kJ/mol
Charge ... +3
HOMO energy ... -10.074 eV
Orbital gap ... 0.173 hartree

DFT (the ωB97M-V functional and the def2-TZVPD basis) results for a molecular structure, C20H60BF4O20Tl at a distorted geometry.

Atoms and positions in Å:
Tl: 2.843 0.179 0.101
F: -1.938 0.346 -0.480
F: 0.234 -0.078 -0.790
F: -0.344 1.810 0.043
F: -0.658 -0.097 1.287
O: -6.134 2.418 -1.397
O: -3.437 5.503 3.084
O: 4.111 1.676 2.593
O: 1.519 -2.174 1.487
O: -0.888 -3.439 1.515
O: -2.644 2.551 -1.638
O: -2.697 -2.530 -4.930
O: 2.213 3.053 0.962
O: 4.051 -1.348 2.447
O: 3.146 4.572 -1.489
O: 1.946 1.468 -2.435
O: 4.454 -0.169 -2.424
O: -1.434 2.483 2.445
O: -0.235 -2.135 -3.313
O: -3.244 -1.835 2.467
O: -1.475 -5.744 -0.738
O: 1.547 0.733 2.853
O: 4.413 -2.611 -0.352
O: 1.864 -2.284 -1.627
O: -3.986 -1.395 -0.472
C: 2.486 -3.567 -1.591
C: 3.847 0.349 -3.616
C: 3.014 1.660 -3.385
C: -4.946 2.188 -2.006
C: -1.265 -3.459 0.130
C: -2.218 -4.610 -0.304
C: -1.370 -1.260 -3.270
C: -3.866 2.478 -1.013
C: -2.137 -1.198 -4.611
C: 3.683 1.498 3.963
C: -2.546 4.476 3.416
C: 3.500 -2.533 2.950
C: 4.041 -3.378 -1.469
C: 2.895 5.048 -0.135
C: -4.441 -2.311 1.841
C: 2.458 -3.190 1.994
C: 2.156 1.288 3.986
C: -4.850 -1.402 0.650
C: -2.319 3.591 2.176
C: 1.746 4.363 0.492
B: -0.684 0.508 0.008
H: -4.966 2.795 -2.911
H: -2.908 -4.803 0.518
H: 4.741 2.399 2.635
H: 2.506 6.065 -0.180
H: -1.074 -0.223 -3.109
H: -3.230 3.200 1.725
H: -4.370 -3.342 1.496
H: 1.228 4.936 1.261
H: -2.879 3.929 4.298
H: 3.634 3.749 -1.407
H: 4.486 -4.361 -1.318
H: 1.833 -3.889 2.548
H: 1.816 0.796 4.898
H: 3.952 2.396 4.518
H: -1.989 1.979 -1.230
H: -5.348 -2.265 2.445
H: -3.324 -0.714 -0.330
H: 4.254 -3.301 3.121
H: 1.067 4.268 -0.355
H: -0.308 -3.532 -0.387
H: -1.536 4.783 3.690
H: 4.845 -1.199 2.966
H: 2.287 -4.045 -2.550
H: -6.778 2.399 -2.109
H: 4.234 0.634 4.334
H: -3.927 1.725 -0.228
H: -2.877 -4.298 -1.114
H: 1.100 -2.310 -2.208
H: 1.646 2.250 4.035
H: -1.932 4.197 1.357
H: 2.459 1.911 -4.288
H: 3.592 2.518 -3.043
H: 2.002 -4.251 -0.894
H: 2.786 -3.794 1.147
H: -4.290 5.076 2.976
H: -4.839 -0.343 0.907
H: -3.990 3.469 -0.575
H: 3.813 4.915 0.436
H: -4.733 1.131 -2.169
H: -5.848 -1.664 0.300
H: 0.659 -2.589 1.586
H: 0.620 0.650 3.088
H: -3.062 -0.631 -4.501
H: 4.580 0.630 -4.373
H: -1.524 -2.859 1.941
H: -1.685 -2.522 -0.236
H: -3.416 -2.680 -4.312
H: -0.591 -3.026 -3.354
H: 3.375 -0.505 -4.101
H: -1.535 -0.911 -5.473
H: -0.952 2.228 1.655
H: 1.364 2.221 -2.560
H: 4.425 -2.874 -2.356
H: 5.214 -0.720 -2.627
H: -3.524 -1.038 2.922
H: 3.080 -2.353 3.939
H: 4.877 -3.138 0.302
H: -2.100 -1.575 -2.524
H: 2.601 3.179 1.831
H: -1.953 -6.160 -1.459

Calculated values
Spin multiplicity ... 2
Charge ... +3
HOMO energy (spin up / spin down) ... -16.217 / -16.191 eV
⟨S²⟩ ... 0.76
Orbital gap (spin up / spin down) ... 0.075 / 0.075 hartree

| no. | energy (hartree) |
| --- | --- |
| 1 | -2008.15906 |
| 2 | -4562.27764 |
| 3 | -2898.37888 |